Record 1
Below is an isolated ion of composition C21H29N2O4S and charge +1 at a distorted geometry, with properties calculated with wB97M-V/def2-TZVPD.

Results
Frontier orbital gap (eV): 8.766
Highest occupied orbital energy (eV): -11.196
Charge: +1
Structure (SMILES): CCOc1cc(CN2CC[NH+](S(=O)(=O)Cc3ccccc3)CC2)ccc1OC
ΔE to the lowest compared entry with this formula, charge and spin (eV): 0.864

Last column: Löwdin charge in e.
Positions of all 57 atoms, in Å:
C1 3.617 3.761 -1.286  -0.05
C2 2.376 3.076 -1.846  -0.22
O1 1.375 2.865 -0.864  -0.06
C3 1.509 1.899 0.073  -0.18
C4 2.516 0.941 0.062  0.02
C5 2.623 -0.050 1.039  -0.24
C6 3.684 -1.124 0.929  -0.11
N1 3.284 -2.352 0.254  -0.17
C7 2.388 -3.252 0.930  -0.12
C8 0.900 -3.082 0.486  -0.10
N2 0.768 -1.808 -0.218  -0.14
S1 -0.991 -1.273 -0.677  0.76
O2 -1.426 -2.327 -1.522  -0.23
O3 -0.746 0.024 -1.199  -0.22
C9 -1.896 -1.220 0.896  -0.14
C10 -3.173 -0.549 0.507  -0.29
C11 -3.339 0.816 0.715  -0.02
C12 -4.509 1.436 0.313  -0.05
C13 -5.509 0.703 -0.305  -0.06
C14 -5.342 -0.656 -0.521  -0.05
C15 -4.175 -1.282 -0.121  -0.04
C16 1.553 -1.806 -1.461  -0.12
C17 3.004 -2.286 -1.152  -0.12
C18 1.715 -0.041 2.097  -0.06
C19 0.699 0.899 2.119  0.00
C20 0.549 1.852 1.114  -0.20
O4 -0.538 2.638 1.267  -0.08
C21 -0.875 3.658 0.344  -0.05
H1 4.323 3.944 -2.091  0.09
H2 4.101 3.152 -0.525  0.07
H3 3.343 4.712 -0.838  0.09
H4 2.630 2.137 -2.352  0.12
H5 1.889 3.730 -2.574  0.13
H6 3.257 0.960 -0.721  0.12
H7 4.027 -1.408 1.926  0.13
H8 4.546 -0.736 0.382  0.13
H9 2.699 -4.279 0.708  0.13
H10 2.482 -3.103 2.005  0.12
H11 0.241 -3.086 1.355  0.12
H12 0.592 -3.879 -0.193  0.14
H13 1.167 -1.054 0.396  0.10
H14 -1.301 -0.629 1.588  0.09
H15 -2.037 -2.247 1.218  0.12
H16 -2.561 1.387 1.197  0.10
H17 -4.640 2.493 0.482  0.11
H18 -6.420 1.190 -0.618  0.11
H19 -6.119 -1.228 -1.002  0.11
H20 -4.041 -2.339 -0.294  0.12
H21 1.533 -0.790 -1.858  0.12
H22 1.057 -2.465 -2.174  0.13
H23 3.144 -3.290 -1.563  0.13
H24 3.725 -1.626 -1.632  0.13
H25 1.813 -0.745 2.910  0.12
H26 0.005 0.937 2.945  0.13
H27 -1.795 4.093 0.733  0.10
H28 -0.104 4.427 0.296  0.10
H29 -1.052 3.247 -0.651  0.10

---

Record 2
Below is C21H29N3O5 as an isolated structure at a distorted geometry, with properties calculated with wB97M-V/def2-TZVPD.

Results
Frontier orbital gap (eV): 9.008
Highest occupied orbital energy (eV): -8.600
Charge: 0
ΔE to the lowest compared entry with this formula, charge and spin (eV): 18.203

Last column: Löwdin charge in e.
Positions of all 58 atoms, in Å:
C1 0.081 -4.728 4.068  -0.06
C2 -0.754 -3.927 5.162  -0.04
H1 -1.555 -4.581 5.601  0.12
H2 -0.061 -3.530 5.836  0.07
O1 -1.551 -2.645 4.437  -0.12
C3 -0.511 -1.575 4.173  -0.35
O2 0.759 -1.462 4.476  -0.01
N1 -1.307 -0.695 3.567  -0.08
C4 -2.636 -0.750 3.072  -0.15
H3 -3.147 0.178 3.584  0.17
C5 -2.495 -0.858 1.529  -0.07
H4 -2.132 -1.680 1.098  0.06
H5 -3.807 -0.593 1.306  0.21
C6 -1.813 0.460 1.118  -0.30
N2 -1.978 0.542 -0.385  0.14
C7 -2.061 1.745 -1.070  -0.35
O3 -2.688 2.804 -0.492  -0.06
C8 -1.807 1.602 -2.541  -0.03
N3 -0.635 0.715 -2.735  0.03
C9 -0.437 -0.269 -3.528  -0.23
O4 -1.641 -0.779 -4.070  -0.12
C10 1.027 -0.839 -3.844  -0.20
C11 1.551 -0.206 -4.985  -0.19
C12 2.976 -0.727 -5.367  -0.02
H6 3.093 -0.420 -6.294  0.04
H7 3.445 -0.801 -4.436  0.08
H8 2.568 -1.624 -5.616  0.05
H9 0.777 -0.343 -5.820  0.17
H10 1.710 1.022 -4.737  0.20
O5 1.684 -0.719 -2.546  0.15
C13 1.650 0.352 -2.051  -0.55
C14 2.639 0.841 -1.325  -0.04
C15 2.803 2.032 -0.603  0.00
C16 1.648 3.070 -0.748  -0.27
C17 0.593 2.644 -1.517  0.08
C18 0.658 1.145 -2.121  -0.04
H11 -0.383 3.188 -1.621  0.11
C19 1.988 4.360 -0.015  -0.05
H12 2.211 5.009 -0.795  0.06
H13 0.895 4.582 0.050  0.09
H14 2.442 4.362 0.952  0.08
H15 3.907 2.402 -0.099  0.17
H16 3.611 0.235 -1.241  0.15
H17 0.711 -1.759 -3.980  0.12
H18 -2.650 0.857 -3.161  0.23
H19 -1.961 2.508 -2.853  0.06
H20 -1.473 -0.156 -0.685  0.06
C20 -0.495 0.667 1.832  -0.17
H21 -0.005 1.360 1.298  0.06
H22 0.213 -0.283 1.162  0.21
C21 -0.510 0.451 3.185  -0.20
H23 -1.009 1.349 3.577  0.15
H24 0.423 0.304 3.719  0.13
H25 -2.370 1.517 1.533  0.21
H26 -2.984 -1.571 3.708  0.11
H27 -0.452 -5.082 3.289  0.02
H28 0.342 -5.574 4.449  0.00
H29 0.900 -4.125 3.500  0.12

---

Record 3
Below is one molecule with the formula C21H29N3O5S at a distorted geometry, with properties calculated with wB97M-V/def2-TZVPD.

Results
Frontier orbital gap (eV): 9.196
Highest occupied orbital energy (eV): -8.565
Charge: 0
Structure (SMILES): C[C@H]1CC[C@@H](NC(=O)CN2C(=O)COc3ccc(S(=O)(=O)N4CCCC4)cc32)CC1
ΔE to the lowest compared entry with this formula, charge and spin (eV): 1.016

Last column: Löwdin charge in e.
Positions of all 59 atoms, in Å:
C1 4.966 -0.378 -1.492  -0.07
C2 3.867 -0.072 -2.506  -0.38
C3 2.532 -0.651 -2.038  -0.17
C4 1.417 -0.348 -3.033  -0.13
C5 1.285 1.152 -3.322  -0.30
N1 0.772 1.881 -2.172  0.12
C6 -0.519 1.836 -1.807  -0.48
O1 -1.352 1.123 -2.324  0.09
C7 -0.883 2.807 -0.671  -0.04
N2 -2.074 2.347 0.003  0.02
C8 -3.260 2.956 -0.279  -0.39
O2 -3.341 3.974 -0.928  0.10
C9 -4.485 2.231 0.258  -0.05
O3 -4.297 1.570 1.492  0.00
C10 -3.129 0.885 1.608  -0.19
C11 -3.052 -0.137 2.547  0.03
C12 -1.874 -0.844 2.712  -0.05
C13 -0.790 -0.531 1.918  -0.26
S1 0.738 -1.435 2.109  0.69
O4 1.718 -0.837 1.236  -0.30
O5 1.057 -1.533 3.503  -0.28
N3 0.246 -2.952 1.577  -0.23
C14 0.455 -3.154 0.155  -0.20
C15 1.835 -3.808 0.071  -0.17
C16 1.838 -4.742 1.286  -0.15
C17 0.832 -4.096 2.263  -0.18
C18 -0.843 0.487 0.988  0.02
C19 -2.008 1.227 0.834  -0.10
C20 2.629 1.742 -3.741  -0.14
C21 3.725 1.435 -2.722  -0.17
H1 5.909 0.070 -1.798  0.08
H2 4.694 0.013 -0.514  0.08
H3 5.109 -1.452 -1.400  0.08
H4 4.133 -0.533 -3.465  0.14
H5 2.625 -1.733 -1.932  0.11
H6 2.286 -0.251 -1.052  0.10
H7 1.625 -0.853 -3.979  0.12
H8 0.460 -0.716 -2.660  0.11
H9 0.549 1.280 -4.126  0.15
H10 1.419 2.470 -1.674  0.14
H11 -0.066 2.934 0.043  0.14
H12 -1.137 3.775 -1.118  0.14
H13 -4.792 1.508 -0.515  0.15
H14 -5.293 2.949 0.407  0.14
H15 -3.926 -0.351 3.140  0.12
H16 -1.784 -1.630 3.443  0.12
H17 0.397 -2.197 -0.359  0.10
H18 -0.327 -3.821 -0.220  0.13
H19 1.995 -4.335 -0.867  0.11
H20 2.592 -3.033 0.188  0.10
H21 2.828 -4.829 1.728  0.11
H22 1.498 -5.738 1.003  0.11
H23 1.295 -3.738 3.182  0.10
H24 0.028 -4.790 2.522  0.12
H25 0.043 0.682 0.409  0.10
H26 2.906 1.310 -4.704  0.12
H27 2.530 2.822 -3.878  0.12
H28 4.671 1.850 -3.077  0.12
H29 3.501 1.908 -1.762  0.11

---

Record 4
Below is C21H29N3ORbSSe2 as an isolated structure at a distorted geometry, with properties calculated with wB97M-V/def2-TZVPD.

Results
Frontier orbital gap (eV): 6.023
Highest occupied orbital energy (eV): -3.887
Charge: -1
ΔE to the lowest compared entry with this formula, charge and spin (eV): 0.000

Last column: Löwdin charge in e.
Positions of all 58 atoms, in Å:
Rb1 0.815 -0.400 -0.275  0.86
C1 3.586 1.945 -1.308  -0.04
C2 2.295 2.345 -0.636  -0.33
C3 1.188 2.712 -1.395  -0.04
C4 -0.020 3.059 -0.800  -0.28
C5 -1.230 3.383 -1.630  -0.05
C6 -0.104 3.044 0.591  -0.03
C7 0.986 2.696 1.380  -0.29
C8 0.878 2.721 2.884  -0.07
C9 2.181 2.344 0.753  -0.07
H1 4.264 2.799 -1.388  0.08
H2 3.402 1.560 -2.311  0.08
H3 4.096 1.159 -0.749  0.08
H4 1.261 2.705 -2.478  0.12
H5 -0.975 3.471 -2.686  0.08
H6 -1.696 4.314 -1.299  0.08
H7 -1.960 2.576 -1.522  0.03
H8 -1.050 3.291 1.063  0.13
H9 1.094 3.722 3.268  0.08
H10 1.582 2.027 3.345  0.06
H11 -0.123 2.447 3.214  0.06
H12 3.038 2.062 1.358  0.12
N1 -4.028 -1.262 -1.642  0.02
C10 -2.720 -0.754 -1.632  -0.94
S1 -2.277 0.173 -0.208  0.42
N2 -2.014 -1.064 -2.662  -0.03
N3 -0.843 -0.398 -2.943  -0.02
C11 0.265 -1.038 -2.972  -0.24
C12 0.607 -2.416 -2.559  -0.22
C13 -0.195 -3.509 -2.897  -0.07
C14 0.198 -4.811 -2.634  -0.15
C15 1.428 -5.019 -1.998  -0.14
C16 2.224 -3.961 -1.616  -0.04
C17 1.856 -2.603 -1.864  -0.51
O1 2.573 -1.613 -1.466  -0.32
H13 -4.373 -1.425 -0.709  0.04
H14 -4.119 -2.064 -2.249  0.07
H15 1.102 -0.433 -3.318  0.10
H16 -1.136 -3.315 -3.397  0.10
H17 -0.433 -5.645 -2.915  0.08
H18 1.758 -6.032 -1.789  0.09
H19 3.173 -4.129 -1.119  0.10
C18 0.102 -2.313 4.564  -0.42
Se1 -0.343 -0.702 3.569  0.90
C19 -2.140 -1.240 3.036  -0.59
C20 -2.242 -2.591 2.353  -0.55
Se2 -1.362 -2.758 0.605  0.84
C21 -0.818 -4.612 0.926  -0.39
H20 -0.756 -2.618 5.160  0.02
H21 0.931 -2.070 5.224  0.01
H22 0.394 -3.113 3.888  0.01
H23 -2.486 -0.447 2.375  -0.01
H24 -2.754 -1.237 3.937  0.06
H25 -3.298 -2.820 2.207  0.06
H26 -1.813 -3.379 2.971  0.04
H27 -1.692 -5.238 1.101  0.02
H28 -0.130 -4.681 1.768  0.01
H29 -0.312 -4.937 0.018  -0.01